(1)
The following is a DFT calculation (ωB97M-V/def2-TZVPD) of a cluster of 4 separate species, C21H43BFIO8Si in total.

```
! RIJCOSX wB97M-V def2-TZVPD def2/J DEFGRID3
* xyz 0 1
C 3.175 -1.070 -3.115
C 2.002 -0.495 -2.320
F 2.281 -0.649 -0.926
B 1.793 1.056 -2.550
C 0.592 1.679 -3.326
C -0.519 0.724 -3.754
O -1.370 0.434 -2.652
Si -2.920 1.044 -2.707
C -3.700 0.661 -1.058
C -2.953 2.901 -2.981
C -3.959 0.256 -4.045
C 2.851 2.079 -1.908
C 3.747 2.708 -2.923
O 3.471 3.681 -3.551
I 5.690 1.801 -3.240
H 2.980 -2.095 -3.423
H 4.060 -1.068 -2.483
H 3.383 -0.475 -4.006
H 1.114 -1.100 -2.498
H 0.956 2.226 -4.206
H 0.161 2.453 -2.681
H -0.085 -0.221 -4.091
H -1.072 1.122 -4.613
H -3.380 1.371 -0.295
H -4.786 0.681 -1.158
H -3.396 -0.345 -0.764
H -3.915 3.250 -2.599
H -2.913 3.157 -4.041
H -2.164 3.438 -2.455
H -3.934 -0.833 -3.997
H -3.711 0.573 -5.058
H -4.992 0.559 -3.852
H 3.403 1.632 -1.085
H 2.269 2.921 -1.525
C 2.508 -2.728 1.571
C 1.835 -3.720 0.650
O 2.780 -4.403 -0.179
C 3.492 -5.466 0.246
C 3.488 -5.826 1.713
O 4.157 -6.065 -0.553
H 3.188 -3.218 2.267
H 1.761 -2.174 2.144
H 3.093 -2.020 0.986
H 1.215 -4.434 1.196
H 1.180 -3.203 -0.050
H 4.361 -5.369 2.179
H 3.569 -6.907 1.793
H 2.599 -5.509 2.252
C -8.680 4.140 1.607
C -9.315 3.101 0.706
O -8.360 2.479 -0.159
C -7.601 1.434 0.219
C -7.580 1.003 1.667
O -6.911 0.900 -0.605
H -7.947 3.697 2.281
H -9.443 4.635 2.208
H -8.167 4.891 1.007
H -9.868 2.348 1.270
H -10.025 3.576 0.032
H -6.719 1.466 2.148
H -7.454 -0.075 1.694
H -8.477 1.256 2.227
C 7.249 0.312 5.281
C 6.698 0.191 3.876
O 6.493 -1.171 3.491
C 5.380 -1.861 3.797
C 4.376 -1.276 4.764
O 5.239 -2.956 3.328
H 6.554 -0.081 6.023
H 7.449 1.357 5.519
H 8.179 -0.250 5.367
H 5.782 0.769 3.739
H 7.421 0.571 3.158
H 4.579 -1.679 5.755
H 3.386 -1.601 4.453
H 4.377 -0.191 4.815
*
```

Summary:
E_LUMO, eV: 0.12
HOMO, eV: -9.595
HOMO-LUMO gap, eV: 9.7
SMILES string: C[C@@H](F)B(CCO[Si](C)(C)C)CC(=O)I.CCOC(C)=O.CCOC(C)=O.CCOC(C)=O

Results of the Mulliken charge analysis, in e, for atoms 1 through 6: number 1, C, carries -1.372; number 2, C, carries 0.618; number 3, F, carries -0.338; number 4, B, carries -0.276; number 5, C, carries -0.297; number 6, C, carries -0.726

***

(2)
The following is a DFT calculation (ωB97M-V/def2-TZVPD) of a cluster of 5 separate species, C37H65N4O6 in total at a distorted geometry.

```
! RIJCOSX wB97M-V def2-TZVPD def2/J DEFGRID3
* xyz 1 1
C -6.544 1.632 -0.723
C -5.288 2.177 -1.374
C -5.001 3.530 -1.168
C -3.872 4.104 -1.727
C -3.038 3.325 -2.515
C -3.304 1.990 -2.747
C -4.430 1.404 -2.161
C -4.667 -0.068 -2.380
N -3.486 -0.832 -1.824
C -3.664 -1.056 -0.456
N -2.915 -0.455 0.411
C -1.836 0.487 0.067
C -1.410 1.286 1.294
C -1.113 0.367 2.481
C 0.363 0.044 2.655
C 0.837 -0.225 3.922
C 2.170 -0.558 4.104
C 3.081 -0.640 3.063
C 2.595 -0.371 1.794
C 1.265 -0.036 1.599
N -4.615 -1.938 0.004
C -4.735 -3.031 -1.001
O -3.455 -3.193 -1.563
C -3.307 -2.162 -2.511
N -2.016 -2.322 -3.124
C -1.224 -1.398 -3.033
O -0.416 -0.605 -2.981
H -7.028 0.895 -1.355
H -6.308 1.184 0.241
H -7.261 2.429 -0.571
H -5.677 4.123 -0.572
H -3.641 5.146 -1.568
H -2.150 3.764 -2.952
H -2.651 1.370 -3.343
H -5.559 -0.397 -1.862
H -4.756 -0.289 -3.437
H -3.067 -0.646 1.394
H -2.210 1.182 -0.677
H -0.999 -0.022 -0.398
H -0.570 1.901 0.994
H -2.209 1.984 1.547
H -1.427 0.868 3.393
H -1.694 -0.556 2.435
H 0.176 -0.192 4.776
H 2.505 -0.785 5.108
H 4.111 -0.888 3.247
H 3.224 -0.416 0.918
H 0.942 0.170 0.591
H -4.219 -2.375 0.841
H -5.465 -2.724 -1.749
H -5.071 -3.944 -0.531
H -4.087 -2.292 -3.258
C 9.692 1.380 1.958
C 8.858 0.191 2.403
O 7.766 0.536 3.238
C 6.802 1.400 2.671
C 6.115 0.834 1.439
H 10.019 1.961 2.821
H 10.572 1.037 1.412
H 9.133 2.047 1.300
H 9.475 -0.481 2.999
H 8.511 -0.384 1.537
H 7.241 2.379 2.451
H 6.060 1.562 3.455
H 6.812 0.724 0.607
H 5.312 1.502 1.123
H 5.689 -0.147 1.651
C -3.317 -4.549 3.993
C -3.914 -3.691 2.894
O -2.940 -3.110 2.030
C -2.109 -4.023 1.316
C -2.864 -4.955 0.388
H -2.569 -3.988 4.554
H -4.099 -4.875 4.678
H -2.833 -5.441 3.594
H -4.445 -2.850 3.342
H -4.650 -4.258 2.314
H -1.489 -4.592 2.015
H -1.427 -3.401 0.732
H -3.504 -5.646 0.938
H -2.164 -5.547 -0.200
H -3.498 -4.389 -0.295
C 0.678 5.937 -2.951
C -0.582 6.787 -2.903
O -0.340 8.175 -2.960
C 0.307 8.647 -4.130
C -0.469 8.389 -5.410
H 1.378 6.250 -2.175
H 0.431 4.885 -2.797
H 1.188 6.020 -3.911
H -1.091 6.616 -1.953
H -1.281 6.488 -3.695
H 1.320 8.235 -4.201
H 0.417 9.721 -3.985
H -0.543 7.323 -5.633
H 0.026 8.870 -6.253
H -1.484 8.780 -5.327
C 5.318 -5.137 -0.203
C 4.251 -5.565 0.789
O 3.487 -4.491 1.311
C 2.753 -3.737 0.370
C 1.711 -4.544 -0.390
H 5.958 -4.368 0.233
H 5.936 -5.990 -0.482
H 4.885 -4.728 -1.118
H 4.726 -6.029 1.653
H 3.594 -6.323 0.346
H 3.430 -3.225 -0.325
H 2.250 -2.959 0.944
H 2.168 -5.293 -1.039
H 1.108 -3.886 -1.018
H 1.056 -5.070 0.307
*
```

Summary:
E_LUMO, eV: -2.86
Energy relative to the best compared isomer or geometry (same formula, charge and spin), eV: 0.000
HOMO, eV: -10.960
HOMO-LUMO gap, eV: 8.1

Results of the Mulliken charge analysis, in e, for atoms 1 through 6: number 1, C, carries -1.710; number 2, C, carries 1.043; number 3, C, carries -0.797; number 4, C, carries -0.720; number 5, C, carries -0.344; number 6, C, carries -0.889

***

(3)
The following is a DFT calculation (ωB97M-V/def2-TZVPD) of a structure of composition C16H24N4O5S3SiTl.

```
! RIJCOSX wB97M-V def2-TZVPD def2/J DEFGRID3
* xyz -1 1
Tl -1.179 0.994 -0.565
C 3.006 1.912 -2.193
C 1.534 1.703 -2.031
N 0.894 2.109 -1.005
O 1.633 2.725 -0.010
C 0.745 1.019 -3.076
C 1.284 0.807 -4.453
N -0.446 0.601 -2.744
O -1.218 0.016 -3.571
H 3.495 1.882 -1.223
H 3.204 2.890 -2.638
H 3.428 1.147 -2.843
H 0.922 3.062 0.569
H 1.870 1.664 -4.794
H 0.443 0.649 -5.126
H 1.923 -0.082 -4.508
C -1.187 1.059 3.529
Si 0.035 0.000 2.627
C -0.151 -1.697 3.411
C 1.701 0.754 3.102
N -0.108 -0.208 0.893
C 0.716 -1.154 0.253
C 1.906 -1.659 0.832
C 2.718 -2.577 0.182
C 2.402 -3.058 -1.081
C 1.229 -2.602 -1.665
C 0.409 -1.693 -1.015
H -0.896 0.960 4.581
H -2.219 0.731 3.409
H -1.132 2.110 3.246
H -0.003 -1.644 4.495
H 0.541 -2.438 3.005
H -1.171 -2.053 3.228
H 1.566 1.378 3.992
H 2.075 1.391 2.293
H 2.480 0.021 3.331
H 2.217 -1.311 1.803
H 3.621 -2.913 0.679
H 3.044 -3.766 -1.589
H 0.927 -2.960 -2.643
H -0.509 -1.422 -1.519
O -2.946 1.662 1.304
S -2.539 3.011 0.856
O -1.064 3.135 1.008
O -3.286 4.109 1.411
S -2.784 2.858 -1.213
S -5.195 -1.679 -0.590
C -3.991 -2.575 0.235
C -2.786 -1.983 0.069
N -2.811 -0.851 -0.716
C -4.016 -0.570 -1.117
H -4.230 -3.462 0.798
H -1.846 -2.310 0.489
H -4.255 0.309 -1.702
*
```

Summary:
E_LUMO, eV: 2.35
Energy relative to the best compared isomer or geometry (same formula, charge and spin), eV: 1.030
HOMO, eV: -4.910
HOMO-LUMO gap, eV: 7.3

Results of the Mulliken charge analysis, in e, for atoms 1 through 6: number 1, Tl, carries 0.972; number 2, C, carries -1.698; number 3, C, carries 0.642; number 4, N, carries 0.050; number 5, O, carries -0.542; number 6, C, carries 0.399

***

(4)
The following is a DFT calculation (ωB97M-V/def2-TZVPD) of a structure of composition C28H18Cl5GeRhS5 at a distorted geometry.

```
! RIJCOSX wB97M-V def2-TZVPD def2/J DEFGRID3
* xyz 1 2
Rh 1.543 -0.380 0.511
Cl 2.105 2.951 1.883
C 1.572 1.640 2.874
C 1.615 0.366 2.347
C 1.092 -0.645 3.101
Cl 1.077 -2.163 2.168
C 0.455 -0.505 4.312
Cl -0.300 -1.827 5.086
C 0.467 0.787 4.855
Cl -0.258 1.059 6.378
C 1.039 1.853 4.145
Cl 1.005 3.434 4.804
C 2.417 -3.207 -4.546
S 4.000 -2.359 -4.300
C 4.293 -2.389 -2.596
C 3.476 -1.951 -1.538
S 1.956 -1.254 -1.719
S 4.198 -2.055 0.037
C 5.797 -2.553 -0.454
S 7.036 -2.777 0.553
S 5.884 -2.869 -2.169
H 2.083 -2.893 -5.533
H 1.678 -2.916 -3.811
H 2.584 -4.281 -4.539
C -3.184 0.975 3.882
C -3.209 -0.225 3.184
C -2.463 -0.366 2.023
C -1.676 0.689 1.556
C -1.644 1.885 2.276
C -2.405 2.031 3.426
Ge -0.687 0.434 -0.085
C -0.397 2.069 -1.083
C -1.294 3.120 -0.862
C -1.192 4.296 -1.589
C -0.182 4.446 -2.529
C 0.718 3.413 -2.751
C 0.609 2.230 -2.036
C -1.484 -0.985 -1.153
C -1.150 -2.334 -1.077
C -1.826 -3.273 -1.845
C -2.844 -2.871 -2.697
C -3.185 -1.528 -2.783
C -2.507 -0.591 -2.018
H -3.773 1.089 4.782
H -3.816 -1.048 3.539
H -2.503 -1.300 1.473
H -1.025 2.711 1.941
H -2.380 2.964 3.974
H -2.088 3.019 -0.132
H -1.899 5.096 -1.419
H -0.098 5.367 -3.090
H 1.505 3.528 -3.485
H 1.314 1.434 -2.238
H -0.362 -2.668 -0.413
H -1.559 -4.320 -1.774
H -3.372 -3.603 -3.294
H -3.978 -1.210 -3.447
H -2.778 0.456 -2.106
*
```

Summary:
E_LUMO (spin up / spin down), eV: -4.92 / -5.86
Energy relative to the best compared isomer or geometry (same formula, charge and spin), eV: 0.777
HOMO (spin up / spin down), eV: -11.160 / -11.500
HOMO-LUMO gap (spin up / spin down), eV: 6.2 / 5.6

Results of the Mulliken charge analysis, in e, for atoms 1 through 6: number 1, Rh, carries -0.068; number 2, Cl, carries -0.132; number 3, C, carries 1.110; number 4, C, carries -1.167; number 5, C, carries 1.098; number 6, Cl, carries -0.166

***

no.,calculated total energy (eV)
1,-58228.489
2,-57660.619
3,-78256.887
4,-205632.510